{"formula": "C33H42N6O3S2Si2Ti", "method": "the ωB97M-V functional and the def2-TZVPD basis", "lumo_ev": [3.98, 3.98], "mol_weight_g_mol": 738.91, "total_energy_ha": -4062.04216, "spin_multiplicity": 3, "charge": -2, "elements": ["Ti", "N", "C", "S", "N", "N", "C", "C", "C", "C", "C", "C", "N", "H", "H", "H", "H", "H", "H", "H", "C", "Si", "C", "C", "N", "C", "C", "C", "C", "C", "C", "N", "Si", "C", "C", "C", "H", "H", "H", "H", "H", "H", "H", "H", "H", "H", "H", "H", "H", "H", "H", "H", "H", "H", "H", "H", "H", "H", "C", "C", "O", "O", "H", "H", "H", "O", "S", "C", "C", "C", "C", "C", "C", "C", "C", "C", "C", "C", "C", "H", "H", "H", "H", "H", "H", "H", "H", "H", "H"], "positions_angstrom": [[-0.672, -0.456, -0.342], [3.318, -2.965, -2.372], [2.085, -2.272, -2.278], [2.017, -0.809, -3.195], [1.225, -2.889, -1.525], [-0.018, -2.300, -1.290], [-0.971, -3.220, -1.193], [-2.300, -2.849, -0.940], [-3.376, -3.771, -0.890], [-4.652, -3.313, -0.722], [-4.883, -1.924, -0.584], [-3.788, -1.087, -0.589], [-2.538, -1.506, -0.764], [4.070, -2.351, -2.638], [3.495, -3.537, -1.557], [-0.714, -4.262, -1.374], [-3.168, -4.829, -0.997], [-5.479, -4.014, -0.688], [-5.873, -1.519, -0.434], [-3.895, -0.017, -0.440], [-0.033, 0.248, 3.548], [-0.798, 1.666, 2.549], [-2.411, 2.062, 3.451], [0.395, 3.142, 2.863], [-0.958, 1.340, 0.864], [-1.444, 2.375, 0.073], [-1.770, 3.655, 0.538], [-2.276, 4.663, -0.281], [-2.473, 4.406, -1.620], [-2.158, 3.142, -2.118], [-1.645, 2.112, -1.325], [-1.318, 0.846, -1.803], [-1.741, 0.409, -3.433], [-0.795, 1.422, -4.725], [-3.609, 0.640, -3.731], [-1.476, -1.372, -3.947], [0.705, 0.653, 4.248], [0.428, -0.540, 2.962], [-0.825, -0.228, 4.130], [-2.219, 2.096, 4.528], [-3.112, 1.252, 3.251], [-2.866, 3.008, 3.155], [1.291, 2.809, 3.392], [-0.082, 3.916, 3.473], [0.705, 3.607, 1.926], [-1.643, 3.890, 1.586], [-2.514, 5.632, 0.147], [-2.870, 5.164, -2.287], [-2.323, 2.962, -3.169], [-0.928, 2.500, -4.651], [-1.112, 1.103, -5.724], [0.269, 1.202, -4.625], [-4.030, 1.548, -3.302], [-4.144, -0.210, -3.301], [-3.806, 0.647, -4.809], [-0.441, -1.693, -3.870], [-1.778, -1.408, -5.001], [-2.109, -2.062, -3.391], [-1.826, -3.218, 2.859], [-1.848, -1.862, 2.150], [-2.782, -1.092, 2.357], [-0.856, -1.671, 1.364], [-2.460, -3.900, 2.287], [-2.245, -3.125, 3.861], [-0.821, -3.633, 2.896], [1.381, -0.247, 0.140], [2.133, 0.588, 1.130], [3.033, -0.675, 2.054], [3.804, -0.318, 3.151], [4.442, -1.314, 3.873], [4.290, -2.644, 3.498], [3.502, -2.984, 2.407], [2.857, -2.000, 1.670], [3.533, 1.271, 0.259], [3.970, 2.526, 0.661], [5.053, 3.097, 0.005], [5.648, 2.417, -1.049], [5.173, 1.176, -1.459], [4.108, 0.583, -0.801], [3.894, 0.721, 3.444], [5.043, -1.051, 4.735], [4.781, -3.422, 4.070], [3.371, -4.021, 2.126], [2.216, -2.244, 0.829], [3.457, 3.053, 1.456], [5.407, 4.078, 0.298], [6.478, 2.871, -1.577], [5.610, 0.677, -2.314], [3.684, -0.351, -1.142]], "mulliken_charge": [-0.4816, -0.5633, 0.0635, -0.4669, -1.8389, 2.3893, -1.3593, 1.0523, -1.1964, -0.5238, -1.1125, -0.6202, 1.5901, 0.2779, 0.2878, 0.1655, 0.4298, 0.3493, 0.4428, 0.4456, -1.1267, 1.0155, -1.3746, -1.6643, 1.0138, 0.7405, -0.6458, -1.2232, -1.1799, -0.9276, 0.5765, 0.9860, 0.2417, -1.1421, -1.4124, -0.9333, 0.5107, -0.0778, 0.3742, 0.3721, 0.2019, 0.3697, 0.4012, 0.3926, 0.3297, 0.1546, 0.3617, 0.3412, 0.1769, 0.3775, 0.3378, 0.2015, 0.3874, 0.3069, 0.3982, 0.1420, 0.5002, 0.0951, -1.7862, 0.6176, -0.5610, -0.4009, 0.3353, 0.4036, 0.2406, 0.5704, 0.1890, 0.6392, -0.5144, -0.7180, -0.4532, -1.0169, -0.0237, 0.0974, -0.3742, -0.5913, -0.4714, -0.7495, -0.0238, 0.4007, 0.3864, 0.3674, 0.4679, 0.3934, 0.3467, 0.3923, 0.3518, 0.3944, 0.1598]}